Entry 1:
Computed, not measured: the molecule C5H11NO, with ωB97M-V with the def2-TZVPD basis set.

- calculated total energy (Eh) = -327.068046
- HOMO level (eV) = -8.54
- frontier orbital gap (eV) = 9.6
- energy relative to the best compared isomer or geometry (same formula, charge and spin) (kJ/mol) = 166.2
- SMILES string = C[C@H]1C[C@H](O)N1C

```
! RIJCOSX wB97M-V def2-TZVPD def2/J DEFGRID3
* xyz 0 1
C -0.99085 -1.66175 0.09970
C -0.63260 -0.40230 -0.67908
C -1.21215 0.90040 -0.08496
N 0.71741 0.15730 -0.48895
C 1.83514 -0.63331 -0.03635
C 0.23802 1.28514 0.26473
O 0.72505 2.49517 -0.26971
H -0.87746 -1.52210 1.18200
H -2.03670 -1.92263 -0.10006
H -0.37137 -2.51389 -0.20231
H -0.85543 -0.56306 -1.74291
H 0.30090 3.21822 0.21052
H -1.65571 1.58400 -0.81128
H -1.88838 0.76195 0.76393
H 1.62272 -1.24504 0.85878
H 2.16782 -1.30394 -0.83696
H 2.66669 0.03799 0.19957
H 0.46490 1.24349 1.34759
*
```


Entry 2:
Computed, not measured: the ion C5H8NS with charge +1, with ωB97M-V with the def2-TZVPD basis set.

- calculated total energy (Eh) = -647.881645
- HOMO level (eV) = -12.89
- frontier orbital gap (eV) = 8.4
- energy relative to the best compared isomer or geometry (same formula, charge and spin) (kJ/mol) = 306.2
- SMILES string = C=C1CC(=S)C[NH2+]1

```
! RIJCOSX wB97M-V def2-TZVPD def2/J DEFGRID3
* xyz 1 1
C -1.50899 0.12400 -0.33552
C -0.07859 -1.77933 -0.40897
C 0.57279 1.85412 0.20270
C -0.07692 0.73244 0.12296
C -1.42804 -1.51074 -0.94071
N 0.56689 -0.59523 0.32341
S -2.44395 -1.97454 -2.04236
H -2.30914 0.12937 0.47423
H -1.86093 0.52372 -1.23777
H -0.05706 -2.61053 0.37306
H 0.61871 -1.93668 -1.33136
H 1.63764 1.98288 0.47122
H -0.04654 2.73063 0.17011
H 0.46635 -0.76990 1.24444
H 1.54074 -0.60652 0.04730
*
```


Entry 3:
Computed, not measured: a structure of composition C18H56BrFN10O6P4S2, with ωB97M-V with the def2-TZVPD basis set.

- calculated total energy (Eh) = -6554.191553
- HOMO level (eV) = -8.36
- frontier orbital gap (eV) = 8.9

```
! RIJCOSX wB97M-V def2-TZVPD def2/J DEFGRID3
* xyz 0 1
O -2.04071 -1.55836 2.10460
S -0.96214 -0.88507 2.75382
O -1.30560 0.03021 3.78547
F 0.05191 -1.93263 3.25906
N -0.14414 -0.12046 1.52567
S 1.18754 0.77972 2.23554
P -1.44645 0.87771 0.67149
O -1.07031 0.60459 -0.88531
Br -0.76649 2.93902 0.94891
H 2.17881 0.13569 1.59703
H -1.71989 -0.03313 -1.22055
O 3.98108 0.69269 0.79067
P 5.06380 1.50289 0.18550
N 6.50649 0.90881 0.79803
C 7.77949 1.56859 0.56226
C 6.66622 -0.54225 0.80384
N 4.84141 3.07036 0.86151
C 5.63135 3.46865 2.02155
C 3.43200 3.41394 1.04051
N 5.54551 2.02023 -1.34895
C 4.96451 3.24924 -1.91486
C 5.41001 0.93085 -2.34318
H 8.21129 1.31318 -0.41366
H 8.48487 1.25091 1.33369
H 7.69848 2.64730 0.61734
H 6.99905 -0.92730 -0.16884
H 5.72761 -1.02701 1.06355
H 7.40768 -0.83028 1.55179
H 5.65520 2.70864 2.81119
H 5.20561 4.38167 2.44012
H 6.65347 3.71715 1.74641
H 3.00138 2.96293 1.94054
H 2.83741 3.07713 0.19075
H 3.32232 4.49906 1.10403
H 3.87123 3.24177 -1.94097
H 5.32898 3.34940 -2.93791
H 5.29954 4.11704 -1.35722
H 4.36401 0.69349 -2.56015
H 5.89448 0.02373 -1.97626
H 5.90401 1.21401 -3.27177
O 0.50960 -4.25249 -2.90893
P 0.80628 -4.55894 -1.49336
N 1.77492 -3.31938 -0.90901
C 2.40340 -3.37109 0.39975
C 1.35220 -1.95677 -1.22589
N 1.79825 -5.96723 -1.57397
C 3.24764 -5.83122 -1.49974
C 1.41153 -6.86311 -2.65830
N -0.03680 -5.00374 -0.09337
C -0.34406 -6.42130 0.14741
C -1.28191 -4.21665 0.04285
H 1.72107 -3.07417 1.20687
H 3.25041 -2.67960 0.40797
H 2.78400 -4.35827 0.63442
H 0.58395 -1.58920 -0.53630
H 0.96029 -1.90831 -2.24019
H 2.20762 -1.27857 -1.16530
H 3.64252 -5.04429 -2.15329
H 3.70655 -6.77783 -1.79031
H 3.58229 -5.63962 -0.48279
H 1.79554 -6.53943 -3.63177
H 0.32658 -6.92713 -2.74064
H 1.78424 -7.86872 -2.44571
H -0.88112 -6.89748 -0.67868
H -0.97021 -6.48021 1.03884
H 0.56598 -6.97788 0.34458
H -2.02977 -4.48471 -0.71123
H -1.06338 -3.15173 -0.06106
H -1.71454 -4.35884 1.03196
O -4.33458 3.02352 0.02867
P -5.78233 2.87187 0.29580
N -6.10195 1.22690 0.33278
C -7.44644 0.68302 0.39151
C -5.16937 0.42487 1.11969
N -6.53124 3.49581 -1.12494
C -6.96545 2.57817 -2.17118
C -5.80446 4.62812 -1.68949
N -6.93645 3.45435 1.38944
C -7.60153 4.73937 1.12514
C -6.39496 3.47448 2.76675
H -7.85269 0.67374 1.41114
H -7.42097 -0.34893 0.03309
H -8.13940 1.23028 -0.23663
H -5.41117 0.42489 2.19074
H -4.16448 0.82106 0.99776
H -5.17663 -0.61240 0.77731
H -6.20795 1.82980 -2.43252
H -7.20107 3.15218 -3.06879
H -7.88395 2.06339 -1.89906
H -4.93756 4.32013 -2.28397
H -5.44170 5.28834 -0.90165
H -6.47965 5.21128 -2.32119
H -6.90362 5.56779 0.97091
H -8.22526 4.97647 1.98819
H -8.25070 4.65852 0.25992
H -5.62466 4.24062 2.89981
H -5.95475 2.50630 3.01261
H -7.19917 3.65986 3.47812
*
```


Number 1: LUMO 1.04 eV. Number 2: LUMO -4.44 eV. Number 3: LUMO 0.53 eV.